ORCA calculation (ωB97M-V with the def2-TZVPD basis set) on a molecular structure, C6H8AgLiO6.

Values from the calculation:
**E_HOMO (spin up / spin down)**: -6.5 / -6.5 eV
**Electronic energy**: -839.2363 Ha
**Energy relative to the best compared isomer or geometry (same formula, charge and spin)**: 276.59 kJ/mol
**Gap between HOMO and LUMO (spin up / spin down)**: 6.4 / 6.4 eV

Structure (XYZ):
```
22
Properties=species:S:1:pos:R:3:lowdin_charge:R:1
Ag -1.013 1.989 1.723 0.7803
O 0.999 2.258 0.757 -0.2089
O -0.961 -1.235 0.288 0.0123
O -1.688 1.574 -0.159 -0.4814
O 1.542 -0.667 1.028 -0.1000
O 1.642 0.902 -0.780 -0.1762
O -0.441 -0.154 2.166 -0.0146
C 2.428 -0.232 -1.110 -0.1748
C -2.457 0.509 -0.574 -0.3652
C 2.071 -1.341 -0.126 -0.1721
C -2.305 -0.716 0.319 -0.1451
C -0.106 -0.919 1.260 -0.3032
C 1.789 1.331 0.531 -0.3258
Li -0.177 2.138 -0.930 0.6988
H -2.582 -0.435 1.345 0.1213
H 2.207 -0.552 -2.135 0.1246
H -2.941 -1.536 -0.036 0.1326
H -3.541 0.751 -0.564 0.1191
H 1.319 -2.002 -0.568 0.1166
H -2.217 0.195 -1.612 0.1165
H 2.950 -1.915 0.183 0.1245
H 3.481 0.056 -1.005 0.1207
```